Entry 1
A cluster of 2 separate species, C3HF in total. Source: OMol25; level of theory: ωB97M-V with the def2-TZVPD basis set.

ORCA input file:
```
! RIJCOSX wB97M-V def2-TZVPD def2/J DEFGRID3
* xyz 0 1
C -2.97854 1.43784 -0.05701
C -2.15817 0.46793 0.04571
C -1.37945 -0.54473 0.07103
F -1.50394 -1.83802 -0.02776
H 0.66308 0.07184 -0.18081
*
```

Summary:
Highest occupied orbital energy (alpha / beta) (Eh): -0.366 / -0.366
HOMO-LUMO gap (alpha / beta) (eV): 7.8332 / 7.8336
LUMO energy (alpha / beta) (Eh): -0.0782 / -0.0782

Mulliken atomic charge list, values in e, 2 entries: number 1, C, carries -0.415; number 2, C, carries 0.592

Entry 2
A cluster of 2 separate species, C3HF in total. Source: OMol25; level of theory: ωB97M-V with the def2-TZVPD basis set.

ORCA input file:
```
! RIJCOSX wB97M-V def2-TZVPD def2/J DEFGRID3
* xyz 0 1
C 2.40994 -2.05590 0.69738
C 1.65694 -1.23720 0.09009
C 0.73487 -0.58151 -0.58048
F 0.42689 -0.66373 -1.83181
H -0.41733 0.36506 0.08342
*
```

Summary:
Highest occupied orbital energy (Eh): -0.394
HOMO-LUMO gap (eV): 9.0219
LUMO energy (Eh): -0.0623

Mulliken atomic charge list, values in e, 2 entries: number 1, C, carries -0.360; number 2, C, carries 0.263

What is the stability order? It is entry 2, entry 1, from most stable to least stable.

Entry 1
A cluster of 2 separate species, C2H3NS2 in total. Source: OMol25; level of theory: ωB97M-V with the def2-TZVPD basis set.

ORCA input file:
```
! RIJCOSX wB97M-V def2-TZVPD def2/J DEFGRID3
* xyz 0 1
C -2.23908 0.55571 -0.19620
C 1.43439 -0.57615 0.40066
N 1.09284 0.49877 -0.21540
S -1.93304 -0.94836 -0.31965
S -2.26230 2.11964 0.06255
H 1.43008 -1.54749 -0.00126
H 1.49437 -0.43217 1.48928
H 0.98274 0.33004 -1.21997
*
```

Summary:
Highest occupied orbital energy (Eh): -0.350
HOMO-LUMO gap (eV): 9.3942
LUMO energy (Eh): -0.0048

Mulliken atomic charge list, values in e, 2 entries: number 1, C, carries 0.457; number 2, C, carries -0.338

Entry 2
A cluster of 2 separate species, C2H3NS2 in total. Source: OMol25; level of theory: ωB97M-V with the def2-TZVPD basis set.

ORCA input file:
```
! RIJCOSX wB97M-V def2-TZVPD def2/J DEFGRID3
* xyz 0 1
C -0.51310 -1.61984 -0.03575
C 1.35848 0.01308 -0.15762
N 0.78010 1.19894 -0.09713
S -1.81321 -0.66619 -0.01564
S 2.74380 -0.70012 0.02795
H -0.53455 -2.63497 -0.16983
H -0.19003 1.51911 -0.12736
H 1.38836 1.87572 0.25347
*
```

Summary:
Highest occupied orbital energy (alpha / beta) (Eh): -0.266 / -0.278
HOMO-LUMO gap (alpha / beta) (eV): 6.8763 / 7.0852
LUMO energy (alpha / beta) (Eh): -0.0135 / -0.0180

Mulliken atomic charge list, values in e, 2 entries: number 1, C, carries -0.284; number 2, C, carries 0.384

Entry 3
The molecule C2H3NS2. Source: OMol25; level of theory: ωB97M-V with the def2-TZVPD basis set.

ORCA input file:
```
! RIJCOSX wB97M-V def2-TZVPD def2/J DEFGRID3
* xyz 0 1
C 0.96938 -0.52561 0.33779
C 0.19605 0.72842 -0.18662
N 2.20394 -0.68900 0.27129
S 0.97821 2.28551 0.09908
S 3.65789 -0.34186 -0.13086
H 0.38728 -1.31702 0.49783
H 0.06474 0.36566 -1.18410
H -0.75058 0.86811 0.35679
*
```

Summary:
Highest occupied orbital energy (alpha / beta) (Eh): -0.293 / -0.294
HOMO-LUMO gap (alpha / beta) (eV): 5.2078 / 5.2389
LUMO energy (alpha / beta) (Eh): -0.1017 / -0.1018

Mulliken atomic charge list, values in e, 2 entries: number 1, C, carries -0.053; number 2, C, carries -0.563

What is the stability order? It is entry 1, entry 3, entry 2, from most stable to least stable.

Entry 1
A structure of composition C2H3NS2. Source: OMol25; level of theory: ωB97M-V with the def2-TZVPD basis set.

ORCA input file:
```
! RIJCOSX wB97M-V def2-TZVPD def2/J DEFGRID3
* xyz 0 1
C 0.65241 -0.42669 -0.50308
C -1.06556 0.78989 0.53400
N 1.72315 -1.03582 -1.08348
S -0.19721 0.97332 -1.07019
S -0.18163 -0.72674 1.02750
H -0.85444 1.61494 1.21050
H -2.13552 0.62990 0.42386
H 2.05881 -1.81881 -0.53911
*
```

Summary:
Highest occupied orbital energy (Eh): -0.335
HOMO-LUMO gap (eV): 9.1294
LUMO energy (Eh): 0.0005

Mulliken atomic charge list, values in e, 2 entries: number 1, C, carries 0.468; number 2, C, carries -0.446

Entry 2
A structure of composition C2H3NS2. Source: OMol25; level of theory: ωB97M-V with the def2-TZVPD basis set.

ORCA input file:
```
! RIJCOSX wB97M-V def2-TZVPD def2/J DEFGRID3
* xyz 0 1
C -0.46162 0.93688 0.57505
C 0.50537 -1.01978 -0.44283
H -1.44573 1.66065 0.52533
H -0.81547 0.20108 -1.32368
H 0.38299 -1.71816 -1.31131
N -0.40015 -0.09726 -0.47031
S 0.69583 1.25814 1.59110
S 1.53877 -1.22154 0.85664
*
```

Summary:
Highest occupied orbital energy (Eh): -0.256
HOMO-LUMO gap (eV): 6.4941
LUMO energy (Eh): -0.0169

Mulliken atomic charge list, values in e, 2 entries: number 1, C, carries -0.073; number 2, C, carries -0.028

What is the stability order? It is entry 1, entry 2, from most stable to least stable.

Entry 1
A structure of composition CH3NO4S. Source: OMol25; level of theory: ωB97M-V with the def2-TZVPD basis set.

ORCA input file:
```
! RIJCOSX wB97M-V def2-TZVPD def2/J DEFGRID3
* xyz 0 1
C -0.65098 1.19152 0.17579
N -1.08411 -1.07336 0.13863
O -1.81392 1.42152 0.17589
O 2.44587 0.78980 0.02229
O 1.74528 -1.44372 -0.62164
O -0.06951 -0.01079 0.13815
S 2.01944 -0.48882 0.39026
H 0.10841 1.93165 0.06223
H -0.73448 -1.82493 -0.58676
H -1.96600 -0.49286 0.10515
*
```

Summary:
Highest occupied orbital energy (Eh): -0.389
HOMO-LUMO gap (eV): 10.4912
LUMO energy (Eh): -0.0032

Mulliken atomic charge list, values in e, 2 entries: number 1, C, carries 0.266; number 2, N, carries -0.402

Entry 2
A cluster of 2 separate species, CH3NO4S in total. Source: OMol25; level of theory: ωB97M-V with the def2-TZVPD basis set.

ORCA input file:
```
! RIJCOSX wB97M-V def2-TZVPD def2/J DEFGRID3
* xyz 0 1
C -1.50584 -2.16229 -0.99884
N 1.45849 1.90347 -0.16423
O -2.53304 -2.30668 -0.41371
O -0.76958 1.06460 1.23948
O 0.50465 -1.05132 1.80077
O 1.45608 0.57637 0.17155
S -0.01107 -0.08285 0.82111
H -0.79238 -2.70291 -1.62390
H 0.81161 2.49133 0.38145
H 1.38109 2.27029 -1.21369
*
```

Summary:
Highest occupied orbital energy (alpha / beta) (Eh): -0.312 / -0.349
HOMO-LUMO gap (alpha / beta) (eV): 5.8740 / 9.0855
LUMO energy (alpha / beta) (Eh): -0.0956 / -0.0148

Mulliken atomic charge list, values in e, 2 entries: number 1, C, carries 0.127; number 2, N, carries -0.354

What is the stability order? It is entry 1, entry 2, from most stable to least stable.

Entry 1
A cluster of 2 separate species, C5H11N4O in total. Source: OMol25; level of theory: ωB97M-V with the def2-TZVPD basis set.

ORCA input file:
```
! RIJCOSX wB97M-V def2-TZVPD def2/J DEFGRID3
* xyz 1 1
C 2.99458 -1.39402 0.49274
C 3.49296 -0.50422 -0.37570
C 1.63024 -1.02829 0.73885
C -2.22136 1.07364 -0.25389
C -1.92182 -0.45741 -0.18190
N 2.56452 0.46607 -0.50239
N 1.44647 0.17989 0.21666
N -3.04596 -1.11363 -0.45965
N -1.13869 1.74899 0.47046
O -0.89856 -0.81336 0.34526
H 3.49247 -2.20919 1.00586
H 4.50619 -0.27120 -0.70428
H -3.29647 1.13636 0.10923
H -2.30670 1.50850 -1.32188
H 0.49109 0.59224 0.03926
H -3.00831 -2.14184 -0.44280
H -3.81428 -0.79270 -0.89855
H -1.23907 1.73961 1.43155
H -1.10769 2.73568 0.06163
H 2.54394 1.21191 -1.07205
H 0.83642 -1.66702 1.30160
*
```

Summary:
Highest occupied orbital energy (Eh): -0.498
HOMO-LUMO gap (eV): 10.6938
LUMO energy (Eh): -0.1050

Mulliken atomic charge list, values in e, 2 entries: number 1, C, carries -0.593; number 2, C, carries -0.155

Entry 2
The ion C5H11N4O with charge +1. Source: OMol25; level of theory: ωB97M-V with the def2-TZVPD basis set.

ORCA input file:
```
! RIJCOSX wB97M-V def2-TZVPD def2/J DEFGRID3
* xyz 1 1
C -0.51127 1.38067 -0.25326
N -0.55985 -0.00966 -0.05446
C -0.86345 -0.64532 -1.37075
C 0.63347 -0.68870 0.69087
C 2.00131 -0.23714 0.41810
N 2.44043 0.40586 1.66869
N 1.66594 0.39007 2.57558
N 0.50032 -0.20520 2.25831
C -0.67024 -0.35287 2.88122
O -1.68787 -0.73408 2.35221
H -1.55617 1.68370 -0.08556
H 0.10407 2.01290 0.40078
H -0.22111 1.61380 -1.29653
H -1.32517 -0.17725 0.50616
H -0.46202 -0.01579 -2.14530
H -0.49216 -1.64290 -1.27853
H -1.85984 -0.74457 -1.53232
H 0.57367 -1.83278 0.81386
H 2.88447 -0.90188 0.17626
H 2.11688 0.58470 -0.33572
H -0.76356 0.08982 3.93039
*
```

Summary:
Highest occupied orbital energy (Eh): -0.526
HOMO-LUMO gap (eV): 11.0753
LUMO energy (Eh): -0.1186

Mulliken atomic charge list, values in e, 2 entries: number 1, C, carries -0.958; number 2, N, carries 0.087

What is the stability order? It is entry 1, entry 2, from most stable to least stable.

Entry 1
A structure of composition C10H10N2O. Source: OMol25; level of theory: ωB97M-V with the def2-TZVPD basis set.

ORCA input file:
```
! RIJCOSX wB97M-V def2-TZVPD def2/J DEFGRID3
* xyz 0 1
C -0.12815 -2.17223 -2.02217
C -0.26807 0.01053 -1.59964
C 0.09143 1.12212 -2.34653
C 0.75386 2.23412 -1.60674
C 0.75969 2.28634 -0.26261
C 0.32533 1.30832 0.52082
C 0.26984 1.48882 1.92925
C -0.20646 0.51852 2.67929
C -0.56563 -0.77916 1.98598
C -0.30362 0.11004 -0.16955
H 0.55115 -2.13244 -3.34770
H 0.82857 -2.25362 -0.90949
H -0.80940 -3.42608 -1.85131
H -0.30007 1.41873 -3.52303
H 0.58334 3.11210 -2.37569
H 1.41258 3.04276 0.19662
H 0.49489 2.62041 2.15754
H -0.44588 1.02362 3.70286
H -0.10925 -2.62861 3.68648
H -0.77733 -2.79886 1.94485
N -0.17135 -2.07860 2.55670
N -0.82845 -0.90733 0.67407
O -1.15704 -1.11950 -2.01999
*
```

Summary:
Highest occupied orbital energy (Eh): -0.296
HOMO-LUMO gap (eV): 8.2348
LUMO energy (Eh): 0.0064

Mulliken atomic charge list, values in e, 2 entries: number 1, C, carries -0.591; number 2, C, carries 0.348

Entry 2
The molecule C10H10N2O. Source: OMol25; level of theory: ωB97M-V with the def2-TZVPD basis set.

ORCA input file:
```
! RIJCOSX wB97M-V def2-TZVPD def2/J DEFGRID3
* xyz 0 1
C -1.29842 3.04098 0.49707
C -0.98114 1.78357 0.82886
C -0.68856 0.78888 -0.30374
O -0.78566 1.31112 -1.63756
C -1.57831 -0.38113 -0.14257
C -1.94451 -1.52854 -0.16080
C -2.84007 -2.71439 -0.19042
C 0.94851 0.17829 -0.08482
N 1.42849 0.26390 1.14649
C 2.66780 -0.09387 1.35425
C 3.55178 -0.48634 0.29957
C 2.92871 -0.50185 -0.95058
N 1.62677 -0.22897 -1.19433
H -1.58522 3.82561 1.11184
H -1.33419 3.40054 -0.57750
H -1.15902 1.19811 1.81747
H -0.83865 0.50063 -2.19248
H -3.02337 -3.21383 0.77319
H -3.77501 -2.31060 -0.60539
H -2.40934 -3.39328 -0.84102
H 2.92643 -0.10920 2.38910
H 4.58692 -0.73234 0.47439
H 3.57609 -0.59730 -1.81099
*
```

Summary:
Highest occupied orbital energy (Eh): -0.344
HOMO-LUMO gap (eV): 10.0495
LUMO energy (Eh): 0.0250

Mulliken atomic charge list, values in e, 2 entries: number 1, C, carries -0.763; number 2, C, carries -0.379

What is the stability order? It is entry 2, entry 1, from most stable to least stable.